Arrangement a

An isolated molecule of C4H7N3O, computed with wB97M-V/def2-TZVPD.

- multiplicity = 1
- HOMO level (eV) = -9.16
- gap between HOMO and LUMO (eV) = 10.093
- LUMO (Ha) = 0.0342

Element x y z (Å)
C: -1.82 -0.83 -1.76
N: -0.38 -0.81 -1.57
C: 0.13 -0.13 -0.48
N: 1.17 0.60 -0.54
C: 1.71 0.92 0.76
C: 0.61 0.82 1.75
N: -0.48 0.14 1.74
O: -0.62 -0.53 0.57
H: -2.36 0.09 -1.72
H: -1.97 -1.24 -2.77
H: -2.34 -1.59 -1.09
H: 0.30 -0.63 -2.39
H: 2.21 1.92 0.68
H: 2.46 0.12 1.07
H: 0.74 1.37 2.71

=====

Arrangement b

An isolated molecule of C4H7N3O, computed with wB97M-V/def2-TZVPD.

- multiplicity = 1
- HOMO level (eV) = -9.65
- gap between HOMO and LUMO (eV) = 10.681
- LUMO (Ha) = 0.0378

Element x y z (Å)
C: -2.71 0.54 0.10
N: -2.28 -0.68 -0.10
N: -0.96 -0.93 0.10
C: 0.05 -0.02 -0.10
O: -0.23 1.21 -0.12
N: 1.35 -0.64 -0.07
C: 2.35 0.14 -0.69
C: 2.27 0.11 0.83
H: -2.14 1.42 0.30
H: -3.78 0.72 0.11
H: -0.75 -1.86 -0.11
H: 3.14 -0.52 -1.22
H: 1.98 1.03 -1.23
H: 1.85 1.04 1.22
H: 2.99 -0.44 1.48

=====

arrangement a is the most stable structure; the next one sits 1.7 kcal/mol above it.

=====

Arrangement a

An isolated molecule of C4H7N3O, computed with wB97M-V/def2-TZVPD.

- multiplicity = 1
- HOMO level (eV) = -9.12
- gap between HOMO and LUMO (eV) = 9.375
- LUMO (Ha) = 0.0094

Element x y z (Å)
O: -2.20 -1.73 1.69
N: -0.83 -2.01 1.67
C: -0.36 -1.36 0.68
C: -1.10 -0.57 -0.25
N: -0.67 0.31 -1.04
N: 0.76 0.41 -1.25
C: 1.07 1.82 -1.37
C: 1.53 0.95 -0.19
H: -2.58 -2.10 2.49
H: 0.78 -1.47 0.72
H: -2.11 -0.72 -0.31
H: 1.84 2.14 -2.09
H: 0.23 2.53 -1.35
H: 2.58 0.67 -0.16
H: 1.05 1.13 0.77

=====

Arrangement b

A structure of composition C4H7N3O, computed with wB97M-V/def2-TZVPD.

- multiplicity = 1
- HOMO level (eV) = -6.93
- gap between HOMO and LUMO (eV) = 7.654
- LUMO (Ha) = 0.0267

Element x y z (Å)
C: -0.78 0.17 -1.66
N: 1.53 0.08 -0.39
C: -0.24 1.16 0.76
C: 0.87 -0.40 0.74
C: 0.04 0.50 -0.47
N: 0.78 -1.71 1.12
O: -1.19 2.09 0.94
N: 0.51 0.63 1.69
H: -1.28 2.23 1.89
H: 1.67 -0.68 -1.05
H: 0.18 -1.87 1.92
H: 0.96 -2.43 0.43
H: -0.81 -0.91 -1.86
H: -1.81 0.49 -1.49
H: -0.42 0.66 -2.57

=====

arrangement b is the most stable structure; the next one sits 43.2 kcal/mol above it.

=====

Arrangement a

The ion C3H4N3 with charge +1, computed with wB97M-V/def2-TZVPD.

- multiplicity = 1
- HOMO level (alpha / beta) (eV) = -13.48 / -13.48
- total charge = +1
- gap between HOMO and LUMO (alpha / beta) (eV) = 8.195 / 8.196
- LUMO (alpha / beta) (Ha) = -0.1941 / -0.1940

Element x y z (Å)
C: 1.53 1.08 0.24
C: -1.41 0.04 0.04
C: 0.55 -1.08 -0.28
N: 1.27 -0.05 -0.02
N: -1.24 1.16 -0.18
N: -0.83 -1.07 0.35
H: 2.28 1.45 0.92
H: 0.70 -1.57 -1.29
H: -1.67 1.88 -0.76
H: -1.17 -1.84 0.98

=====

Arrangement b

A structure of composition C3H4N3, computed with wB97M-V/def2-TZVPD.

- multiplicity = 1
- HOMO level (alpha / beta) (eV) = -16.79 / -16.79
- total charge = +1
- gap between HOMO and LUMO (alpha / beta) (eV) = 7.554 / 7.553
- LUMO (alpha / beta) (Ha) = -0.3394 / -0.3395

Element x y z (Å)
C: -1.65 -0.84 0.05
C: -1.46 -0.48 -1.30
C: 1.29 0.47 0.76
N: -0.29 0.12 -1.12
N: -0.72 -0.63 0.89
N: 0.10 0.01 0.13
H: -2.02 -0.41 -2.11
H: 1.74 1.21 0.11
H: 1.10 0.99 1.68
H: 1.92 -0.42 0.92

=====

Arrangement c

The ion C3H4N3 with charge +1, computed with wB97M-V/def2-TZVPD.

- multiplicity = 1
- HOMO level (eV) = -13.62
- total charge = +1
- gap between HOMO and LUMO (eV) = 8.409
- LUMO (Ha) = -0.1916

Element x y z (Å)
C: 0.67 1.17 0.18
C: -0.69 -1.35 0.07
C: -0.81 1.16 0.15
N: -1.03 -0.28 0.24
N: 1.58 0.41 0.08
N: 2.26 -0.56 0.24
H: -0.26 -2.33 -0.01
H: -1.29 1.86 0.92
H: -1.30 1.34 -0.81
H: 3.05 -0.78 -0.29

=====

Arrangement d

The ion C3H4N3 with charge +1, computed with wB97M-V/def2-TZVPD.

- multiplicity = 1
- HOMO level (alpha / beta) (eV) = -15.92 / -15.92
- total charge = +1
- gap between HOMO and LUMO (alpha / beta) (eV) = 7.900 / 7.898
- LUMO (alpha / beta) (Ha) = -0.2948 / -0.2948

Element x y z (Å)
C: -0.99 -0.84 -0.40
C: 0.37 0.89 0.66
C: 0.23 -0.73 -1.38
N: -0.05 0.31 -0.50
N: -1.73 -1.06 0.52
N: -0.18 0.83 1.75
H: 1.23 1.58 0.21
H: 1.02 -1.51 -1.01
H: 0.02 -0.72 -2.52
H: 0.06 1.26 2.66

=====

arrangement a is the most stable structure; the next one sits 24.9 kcal/mol above it.

=====

Arrangement a

The ion C3H4N3 with charge +1, computed with wB97M-V/def2-TZVPD.

- multiplicity = 1
- HOMO level (eV) = -14.77
- total charge = +1
- gap between HOMO and LUMO (eV) = 9.312
- LUMO (Ha) = -0.2005

Element x y z (Å)
C: -1.42 0.24 1.19
C: -1.16 -0.30 0.03
N: -0.90 -0.47 -1.16
N: 0.47 -0.39 -1.57
C: 1.28 0.11 -0.69
N: 1.78 0.27 0.36
H: -1.79 1.21 1.30
H: -1.30 -0.55 2.09
H: 0.52 -0.52 -2.56
H: 2.51 0.39 1.00

=====

Arrangement b

The ion C3H4N3 with charge +1, computed with wB97M-V/def2-TZVPD.

- multiplicity = 1
- HOMO level (eV) = -14.34
- total charge = +1
- gap between HOMO and LUMO (eV) = 9.457
- LUMO (Ha) = -0.1795

Element x y z (Å)
C: -3.05 -0.79 0.39
C: 0.93 0.21 -0.48
C: 2.27 0.36 0.07
N: -2.37 -0.15 -0.28
N: -0.24 0.35 -0.53
N: -1.50 0.60 -0.67
H: -3.71 -1.68 0.52
H: 2.22 -0.46 0.79
H: 2.32 1.21 0.80
H: 3.14 0.34 -0.61

=====

arrangement a is the most stable structure; the next one sits 25.3 kcal/mol above it.

=====

Arrangement a

A cluster of 2 separate species, C5H13NO3 in total, computed with wB97M-V/def2-TZVPD.

- multiplicity = 1
- HOMO level (eV) = -9.25
- gap between HOMO and LUMO (eV) = 9.940
- LUMO (Ha) = 0.0255

Element x y z (Å)
C: 1.31 -0.04 2.22
N: 0.72 0.99 1.42
O: 1.56 1.51 0.43
C: -0.56 1.36 1.35
O: -0.97 2.16 0.53
O: -1.34 0.78 2.29
H: 2.23 0.34 2.67
H: 0.60 -0.32 3.00
H: 1.55 -0.92 1.61
H: 0.97 2.07 -0.11
H: -2.24 1.14 2.19
C: -0.60 -1.75 -0.75
C: 0.25 -0.93 -1.71
C: -0.55 0.19 -2.36
H: -1.01 -1.12 0.04
H: -0.02 -2.55 -0.30
H: -1.44 -2.21 -1.28
H: 0.65 -1.59 -2.49
H: 1.10 -0.51 -1.18
H: 0.08 0.76 -3.05
H: -1.39 -0.21 -2.92
H: -0.94 0.87 -1.61

=====

Arrangement b

A cluster of 2 separate species, C5H13NO3 in total, computed with wB97M-V/def2-TZVPD.

- multiplicity = 1
- HOMO level (eV) = -9.63
- gap between HOMO and LUMO (eV) = 10.239
- LUMO (Ha) = 0.0222

Element x y z (Å)
H: -0.61 -1.05 2.19
N: -0.76 -1.69 1.42
C: -0.92 -1.15 0.30
C: -1.15 -1.97 -0.92
C: -0.90 0.38 0.11
C: -2.34 0.90 0.00
O: -0.32 1.02 1.20
O: -0.16 0.66 -1.07
H: -1.03 -3.02 -0.67
H: -2.16 -1.80 -1.29
H: -0.46 -1.68 -1.70
H: -2.33 1.98 0.02
H: -2.92 0.53 0.84
H: -2.78 0.55 -0.93
H: 0.61 0.73 1.27
H: -0.22 1.61 -1.23
C: 3.40 0.81 0.16
O: 2.21 0.11 0.40
H: 3.95 0.83 1.10
H: 4.01 0.32 -0.60
H: 3.20 1.84 -0.16
H: 1.69 0.07 -0.42

=====

arrangement b is the most stable structure; the next one sits 12.3 kcal/mol above it.

=====

Arrangement a

A cluster of 2 separate species, C5H13NO3 in total, computed with wB97M-V/def2-TZVPD.

- multiplicity = 1
- HOMO level (eV) = -10.18
- gap between HOMO and LUMO (eV) = 10.770
- LUMO (Ha) = 0.0217

Element x y z (Å)
N: -0.70 2.54 1.16
C: 0.12 1.54 0.70
O: 0.62 0.80 1.54
C: 0.49 1.56 -0.74
C: -0.57 0.77 -1.58
C: -0.68 -0.72 -1.25
C: 0.32 -1.69 -1.87
O: -0.09 -3.01 -1.64
H: -0.98 3.33 0.63
H: -0.77 2.64 2.15
H: 1.48 1.16 -0.91
H: 0.47 2.58 -1.15
H: -1.47 1.31 -1.27
H: -0.51 0.95 -2.65
H: -1.64 -0.99 -1.70
H: -0.58 -0.82 -0.17
H: 1.29 -1.50 -1.38
H: 0.57 -1.52 -2.92
H: -0.43 -3.10 -0.75
O: 0.66 -1.36 3.15
H: 1.30 -1.11 2.50
H: -0.20 -1.22 2.75

=====

Arrangement b

A structure of composition C5H13NO3, computed with wB97M-V/def2-TZVPD.

- multiplicity = 1
- HOMO level (eV) = -9.65
- gap between HOMO and LUMO (eV) = 10.095
- LUMO (Ha) = 0.0162

Element x y z (Å)
C: -0.57 0.56 -1.18
C: 0.43 0.42 -2.31
C: -0.51 -0.63 -0.19
N: -0.29 1.74 -0.39
O: -1.87 0.57 -1.79
O: -0.35 -1.85 -0.83
O: -1.34 -0.59 0.79
H: -2.53 0.52 -1.09
H: -0.89 -2.50 -0.35
H: -0.94 1.81 0.38
H: -0.37 2.57 -0.97
H: 0.36 1.29 -2.96
H: 0.21 -0.47 -2.90
H: 1.45 0.35 -1.91
C: 1.49 -0.44 1.56
C: 0.53 -0.50 2.62
H: 0.42 0.40 3.22
H: 2.06 0.48 1.44
H: 2.01 -1.35 1.29
H: 0.72 -0.41 0.43
H: 0.54 -1.41 3.22
H: -0.56 -0.54 1.94

=====

arrangement a is the most stable structure; the next one sits 45.0 kcal/mol above it.